No. 1
{
  "formula": "C35H41IrSb2Te",
  "method": "wB97M-V/def2-TZVPD",
  "symbols": ["Ir", "C", "C", "C", "Sb", "C", "C", "C", "C", "C", "C", "C", "C", "C", "C", "C", "C", "Sb", "C", "C", "C", "C", "C", "C", "C", "C", "C", "C", "C", "C", "H", "H", "H", "H", "H", "H", "H", "H", "H", "H", "H", "H", "H", "H", "H", "H", "H", "H", "H", "H", "H", "H", "H", "H", "H", "H", "C", "Te", "C", "H", "H", "H", "H", "H", "H", "C", "C", "C", "C", "C", "C", "H", "H", "H", "H", "H", "H", "H", "H", "H"],
  "xyz": [[-0.673, -0.912, -0.044], [2.630, -2.889, 0.000], [1.915, -3.484, 1.194], [1.772, -2.539, 2.391], [-0.040, -1.437, 2.326], [0.010, 0.279, 3.526], [-0.362, 0.155, 4.865], [-0.297, 1.262, 5.699], [0.143, 2.479, 5.199], [0.517, 2.598, 3.867], [0.449, 1.500, 3.022], [-1.493, -2.653, 3.205], [-1.235, -3.995, 3.473], [-2.246, -4.797, 3.986], [-3.506, -4.262, 4.218], [-3.763, -2.924, 3.947], [-2.758, -2.114, 3.438], [1.676, -1.175, -0.854], [1.321, -1.584, -2.879], [0.372, -0.799, -3.539], [0.055, -1.080, -4.861], [0.688, -2.126, -5.519], [1.642, -2.894, -4.866], [1.961, -2.629, -3.539], [3.131, 0.315, -0.598], [2.874, 1.612, -0.169], [3.934, 2.497, -0.021], [5.230, 2.096, -0.308], [5.480, 0.802, -0.749], [4.432, -0.092, -0.894], [3.626, -2.548, 0.291], [2.759, -3.625, -0.793], [2.485, -4.358, 1.520], [0.936, -3.862, 0.885], [2.595, -1.827, 2.482], [1.736, -3.100, 3.325], [-0.703, -0.794, 5.259], [-0.588, 1.172, 6.737], [0.194, 3.342, 5.850], [0.860, 3.552, 3.486], [0.709, 1.602, 1.980], [-0.255, -4.426, 3.299], [-2.047, -5.837, 4.207], [-4.291, -4.890, 4.619], [-4.744, -2.509, 4.138], [-2.959, -1.066, 3.245], [-0.105, 0.034, -3.033], [-0.678, -0.475, -5.379], [0.444, -2.338, -6.552], [2.143, -3.698, -5.388], [2.703, -3.241, -3.042], [1.863, 1.938, 0.023], [3.744, 3.508, 0.314], [6.049, 2.793, -0.197], [6.490, 0.490, -0.982], [4.642, -1.098, -1.243], [-3.211, -2.239, -1.765], [-1.976, -3.221, -0.322], [-0.812, -4.250, -1.785], [-2.576, -1.903, -2.581], [-3.709, -1.395, -1.291], [-3.957, -2.943, -2.125], [-1.433, -5.020, -2.237], [0.034, -4.715, -1.284], [-0.476, -3.534, -2.529], [-0.581, 3.663, -2.582], [-0.723, 3.554, -1.055], [-2.120, 4.021, -0.616], [0.357, 4.404, -0.370], [-0.552, 2.152, -0.660], [-0.382, 0.989, -0.344], [-0.709, 4.702, -2.884], [-1.339, 3.063, -3.088], [0.406, 3.329, -2.905], [-2.261, 5.063, -0.908], [-2.232, 3.948, 0.467], [-2.900, 3.423, -1.088], [0.217, 5.452, -0.638], [1.355, 4.102, -0.694], [0.291, 4.319, 0.716]],
  "forces_ev_per_a": [[-0.133, 0.204, -0.106], [0.190, 0.229, -0.127], [-0.001, -0.225, 0.183], [0.019, 0.008, 0.018], [-0.173, 0.266, 0.188], [0.122, 0.083, 0.075], [0.009, -0.090, -0.061], [0.026, 0.017, -0.060], [-0.009, -0.014, 0.031], [0.008, 0.038, -0.023], [-0.060, -0.069, 0.092], [0.019, -0.105, 0.002], [-0.052, 0.011, 0.010], [0.010, -0.011, -0.005], [0.003, -0.005, -0.001], [0.022, 0.008, -0.013], [0.005, -0.021, -0.003], [0.061, -0.151, -0.020], [0.061, 0.133, -0.067], [0.040, -0.107, -0.021], [0.005, 0.018, 0.023], [-0.025, 0.021, -0.028], [0.053, -0.016, 0.061], [-0.088, 0.037, -0.043], [-0.040, 0.027, 0.000], [0.056, -0.063, -0.024], [0.019, 0.020, -0.019], [-0.007, -0.047, -0.015], [0.019, 0.048, -0.009], [-0.011, -0.022, 0.037], [-0.036, 0.026, -0.031], [-0.072, -0.029, -0.010], [-0.028, -0.008, -0.028], [-0.045, -0.092, 0.039], [0.029, -0.044, -0.074], [-0.036, 0.053, 0.042], [-0.024, -0.012, 0.029], [-0.002, -0.012, -0.004], [-0.001, -0.008, -0.007], [-0.009, -0.018, -0.005], [0.048, 0.031, -0.102], [-0.011, 0.012, 0.002], [-0.012, 0.008, 0.001], [0.008, 0.006, -0.003], [0.008, -0.005, 0.006], [-0.005, -0.002, 0.004], [-0.010, 0.017, -0.007], [0.017, -0.003, -0.001], [-0.004, 0.000, 0.010], [-0.009, 0.007, 0.004], [0.029, -0.001, 0.002], [0.038, -0.033, 0.049], [-0.008, 0.000, 0.002], [-0.002, -0.004, 0.012], [-0.006, 0.007, -0.005], [0.022, 0.016, -0.005], [-0.018, -0.061, 0.026], [0.110, -0.116, -0.098], [-0.101, 0.018, 0.027], [0.006, 0.021, -0.016], [0.008, -0.024, 0.010], [0.020, -0.011, 0.004], [-0.018, 0.010, 0.032], [0.014, 0.008, -0.001], [0.013, -0.015, -0.015], [-0.005, -0.052, 0.016], [-0.136, 0.032, 0.007], [0.029, 0.029, -0.007], [0.041, -0.017, 0.022], [0.078, 0.318, -0.246], [-0.056, -0.323, 0.247], [0.002, -0.003, 0.008], [0.007, 0.013, 0.003], [-0.001, 0.006, -0.017], [-0.004, -0.010, 0.008], [-0.008, 0.006, -0.013], [0.018, 0.007, 0.003], [-0.006, -0.007, -0.003], [-0.035, 0.033, 0.015], [0.013, 0.004, -0.008]],
  "total_charge": 2,
  "total_energy_ha": -2210.4903,
  "gap_ha": 0.258,
  "mol_weight_g_mol": 1025.05
}

=====

No. 2
{
  "formula": "C4H14N2O",
  "method": "wB97M-V/def2-TZVPD",
  "symbols": ["C", "N", "C", "C", "N", "C", "H", "H", "H", "H", "H", "H", "H", "H", "H", "H", "H", "H", "H", "H", "O"],
  "xyz": [[2.359, -2.357, -0.603], [1.553, -1.945, 0.538], [1.136, -0.543, 0.494], [-0.309, -0.351, 0.111], [-0.661, -0.923, -1.195], [-2.097, -1.160, -1.368], [3.056, -1.550, -0.832], [2.907, -3.275, -0.415], [1.769, -2.491, -1.524], [0.706, -2.495, 0.580], [1.841, -0.020, -0.151], [1.170, -0.068, 1.479], [-0.402, 0.719, 0.098], [-0.949, -0.780, 0.862], [-0.412, -0.214, -1.875], [-2.362, -0.923, -2.400], [-2.714, -0.544, -0.707], [-2.312, -2.216, -1.208], [-1.433, 5.645, 1.135], [-1.834, 6.955, 1.727], [-1.507, 6.085, 1.990]],
  "forces_ev_per_a": [[-0.462, 0.374, -0.551], [0.071, 0.176, 0.292], [0.090, -0.759, 0.372], [0.535, -0.140, -1.170], [-0.027, 0.514, 0.003], [0.267, -0.094, -0.233], [0.269, -0.192, 0.138], [0.108, -0.068, 0.191], [-0.007, -0.058, 0.129], [0.089, -0.264, -0.012], [-0.220, 0.282, -0.132], [0.523, -0.106, 0.172], [-0.763, 0.817, 0.221], [-0.289, -0.165, 0.432], [0.230, -0.232, -0.104], [-0.121, -0.092, 0.075], [-0.097, -0.009, 0.032], [-0.196, 0.013, 0.146], [0.087, -0.189, 0.205], [0.035, -0.019, 0.303], [-0.123, 0.209, -0.508]],
  "total_charge": 0,
  "relative_energy_kcal_mol": 43.9,
  "smiles": "CNCCNC.O",
  "total_energy_ha": -345.5063,
  "gap_ha": 0.334,
  "mol_weight_g_mol": 106.17
}

=====

No. 3
{
  "formula": "C5H12N2O3",
  "method": "wB97M-V/def2-TZVPD",
  "symbols": ["O", "O", "C", "C", "N", "N", "C", "C", "C", "H", "H", "H", "H", "H", "H", "H", "H", "H", "H", "O", "H", "H"],
  "xyz": [[-4.751, 0.725, 1.641], [-1.767, 2.057, 0.960], [-4.545, 1.582, 2.539], [-1.580, 1.051, 1.586], [-0.756, 0.081, 1.279], [-3.398, 1.732, 3.174], [-5.696, 2.478, 2.920], [0.000, 0.000, 0.000], [-2.241, 0.872, 2.972], [-0.730, -0.683, 1.959], [-3.163, 2.575, 3.705], [-6.587, 2.290, 2.298], [-5.406, 3.536, 2.807], [-5.958, 2.295, 3.975], [-0.595, 0.324, -0.871], [0.281, -1.057, -0.140], [0.920, 0.606, 0.043], [-2.614, -0.168, 3.038], [-1.546, 1.035, 3.818], [-7.709, 2.281, 6.089], [-7.170, 2.079, 5.291], [-7.575, 1.508, 6.682]],
  "forces_ev_per_a": [[1.050, 1.161, 2.007], [-0.158, 0.963, -1.071], [-2.461, -1.707, -3.134], [-0.861, 1.285, 1.881], [1.375, -2.060, -0.854], [2.502, 0.667, 1.367], [-0.187, 0.628, 0.371], [0.018, -0.331, 0.531], [-0.953, -0.836, 0.035], [0.244, 0.290, -0.864], [-0.793, -0.458, -0.442], [0.673, -0.081, 0.211], [-0.168, -0.307, 0.185], [0.219, 0.241, -0.392], [0.038, -0.068, 0.654], [-0.093, 0.499, 0.001], [-0.413, -0.184, 0.021], [0.260, 0.325, 0.033], [-0.175, -0.001, -0.639], [0.705, -0.980, -0.159], [-0.688, 0.145, 0.925], [-0.135, 0.809, -0.667]],
  "total_charge": 0,
  "relative_energy_kcal_mol": 18.4,
  "smiles": "CNC(=O)CNC(C)=O.O",
  "total_energy_ha": -532.9648,
  "gap_ha": 0.371,
  "mol_weight_g_mol": 148.16
}

=====

No. 4
{
  "formula": "C5H7O5P",
  "method": "wB97M-V/def2-TZVPD",
  "symbols": ["C", "C", "C", "C", "C", "O", "O", "O", "O", "O", "P", "H", "H", "H", "H", "H", "H", "H"],
  "xyz": [[-1.682, 0.746, 1.455], [-2.261, 0.202, 0.380], [-3.678, -0.166, 0.242], [1.595, -1.296, -0.864], [2.947, -0.749, -0.723], [-4.229, -0.789, 1.188], [2.499, 0.937, -0.060], [-4.205, 0.170, -0.839], [1.243, 3.083, 0.414], [3.735, -1.215, 0.084], [1.166, 1.750, -0.266], [-0.560, 0.926, 1.651], [-2.126, 0.814, 2.430], [1.037, -0.526, -1.399], [1.729, -2.212, -1.457], [1.200, -1.624, -0.028], [-1.704, 0.188, -0.581], [3.294, -0.238, -1.625]],
  "forces_ev_per_a": [[2.138, -0.753, 0.783], [2.050, 1.228, -0.232], [-1.584, -0.692, 0.518], [1.235, 0.677, -4.821], [0.713, -0.044, 0.349], [0.164, 0.141, 0.020], [-1.937, 1.791, 0.027], [-0.165, 0.182, -0.555], [-0.322, -0.231, -0.292], [1.053, -0.663, 0.448], [2.141, 0.014, 0.660], [-1.701, -0.006, -1.293], [-1.034, -0.055, 0.123], [-0.614, -0.664, 0.009], [-0.200, 0.177, -0.425], [-2.097, -0.968, 4.401], [-0.168, -0.160, 0.751], [0.328, 0.025, -0.472]],
  "total_charge": -2,
  "relative_energy_kcal_mol": 26.3,
  "total_energy_ha": -912.3007,
  "gap_ha": 0.286,
  "mol_weight_g_mol": 178.08
}